a) The following is a quantum chemistry calculation of a 2-piece molecular cluster, C11H17N2 overall, from the OMol25 dataset.

Geometry (Å):
1 C 2.95 1.52 0.20
2 C 3.21 0.41 1.04
3 C 2.03 1.41 -0.79
4 C 2.48 -0.78 0.92
5 C 1.30 0.24 -0.94
6 C 1.42 -0.85 -0.03
7 C 0.59 -1.98 0.01
8 C 0.55 -2.77 1.08
9 C -0.78 1.50 0.86
10 C -2.55 1.75 -0.78
11 C -2.57 -1.09 -0.86
12 N -1.53 0.91 -0.01
13 N -1.74 -0.39 0.10
14 H 3.61 2.50 0.32
15 H 3.90 0.61 1.93
16 H 1.99 2.13 -1.57
17 H 2.77 -1.78 1.36
18 H 0.51 0.09 -1.66
19 H -0.94 -0.85 0.53
20 H 1.08 -2.46 1.94
21 H -0.19 -3.52 1.33
22 H -0.08 -2.26 -0.80
23 H -0.36 0.99 1.67
24 H -0.85 2.52 0.87
25 H -2.39 1.75 -1.92
26 H -3.62 1.42 -0.67
27 H -2.43 2.82 -0.64
28 H -3.53 -1.39 -0.44
29 H -2.06 -1.96 -1.24
30 H -2.76 -0.46 -1.82

## Properties
Charge: +1
Kohn-Sham gap: 7.93 eV
HOMO: -12.0 eV
LUMO: -4.032 eV

***

b) The following is a quantum chemistry calculation of a 2-piece molecular cluster, C11H17N2 overall, from the OMol25 dataset.

Geometry (Å):
1 C -2.02 -2.83 1.26
2 C -0.88 -3.30 2.08
3 N -1.70 -2.80 -0.41
4 H -2.87 -3.56 1.40
5 H -2.22 -1.81 1.25
6 H -0.81 -2.78 3.08
7 H 0.10 -2.93 1.83
8 H -1.11 -3.61 -0.62
9 H -2.48 -2.84 -0.91
10 H -1.14 -1.91 -0.54
11 H -0.83 -4.42 2.13
12 C 2.19 -0.27 -1.97
13 C 1.00 1.40 -0.33
14 C 1.00 0.41 -1.37
15 C -0.23 2.15 -0.36
16 C -0.16 0.64 -2.11
17 C 1.55 3.03 1.37
18 C 0.35 3.70 1.33
19 C 1.90 1.88 0.54
20 C -0.55 3.28 0.43
21 N -0.89 1.67 -1.45
22 H 2.42 3.39 1.96
23 H 0.29 4.73 1.94
24 H 2.91 1.53 0.60
25 H -1.32 3.93 0.08
26 H 3.04 -0.40 -1.28
27 H 2.77 0.56 -2.59
28 H -0.49 0.23 -2.96
29 H -1.73 2.06 -1.76
30 H 1.91 -1.11 -2.62

## Properties
Charge: +1
Kohn-Sham gap: 6.90 eV
HOMO: -10.4 eV
LUMO: -3.460 eV

***

Which one is most stable, and which one is least stable? b) is the most stable of them, while a) is the least stable.

***

a) The following is a quantum chemistry calculation of a 2-piece molecular cluster, C3H9N2O2 overall, from the OMol25 dataset.

Geometry (Å):
1 C 0.44 -1.83 0.75
2 N -0.40 -2.18 -0.39
3 C -1.14 -0.99 -0.92
4 O -0.41 0.11 -1.12
5 H 0.96 -0.88 0.61
6 H 1.17 -2.62 0.92
7 H -0.18 -1.75 1.64
8 H 0.23 -2.43 -1.15
9 H -1.95 -0.83 -0.18
10 H -1.60 -1.38 -1.85
11 C 0.18 2.66 0.79
12 N 0.77 2.32 -0.35
13 O 0.57 3.49 1.60
14 H -0.74 2.07 0.98
15 H 1.66 2.76 -0.51
16 H 0.44 1.45 -0.82

## Properties
Charge: -1
Kohn-Sham gap: 7.72 eV
HOMO: -3.5 eV
LUMO: 4.174 eV

***

b) The following is a quantum chemistry calculation of a 2-piece molecular cluster, C3H9N2O2 overall, from the OMol25 dataset.

Geometry (Å):
1 O -2.18 -1.02 0.99
2 C -1.39 -1.85 1.47
3 O -0.15 -1.97 1.29
4 H -1.77 -2.64 2.19
5 C 0.65 1.39 0.73
6 N 0.62 1.54 -0.72
7 C 0.02 0.38 -1.45
8 N 0.72 -0.84 -1.26
9 H 0.84 2.37 1.17
10 H -0.27 0.93 1.10
11 H 1.44 0.68 1.02
12 H 0.12 2.38 -0.97
13 H 0.06 0.62 -2.52
14 H -1.02 0.26 -1.13
15 H 1.69 -0.88 -1.56
16 H 0.62 -1.33 -0.35

## Properties
Charge: -1
Kohn-Sham gap: 8.43 eV
HOMO: -4.3 eV
LUMO: 4.175 eV

***

Which one is most stable, and which one is least stable? b) is the most stable of them, while a) is the least stable.

***

a) The following is a quantum chemistry calculation of one molecule with the formula C4H4O2S, from the OMol25 dataset.

Geometry (Å):
1 C -1.25 -2.07 -0.90
2 C -0.92 -1.09 -0.28
3 C -0.38 0.05 0.33
4 C 1.14 0.18 0.33
5 O 1.57 1.56 0.02
6 S 0.28 2.56 0.06
7 O -0.69 1.50 -0.56
8 H -1.94 -2.84 -1.18
9 H -0.88 0.56 1.26
10 H 1.57 -0.02 1.31
11 H 1.50 -0.40 -0.40

## Properties
Kohn-Sham gap: 7.98 eV
HOMO: -8.0 eV
SMILES: C#C[C@H]1COSO1
LUMO: 0.015 eV

***

b) The following is a quantum chemistry calculation of one molecule with the formula C4H4O2S, from the OMol25 dataset.

Geometry (Å):
1 O -0.91 0.97 1.52
2 C -1.43 0.42 0.63
3 C -0.86 0.05 -0.79
4 C 0.38 -0.17 -1.22
5 O 1.59 0.16 -0.73
6 C 1.61 0.01 0.74
7 S 2.50 0.94 1.76
8 H -2.59 0.11 0.63
9 H -1.61 -0.56 -1.23
10 H 0.40 -1.08 -2.09
11 H 0.93 -0.84 0.77

## Properties
Kohn-Sham gap: 8.94 eV
HOMO: -9.5 eV
SMILES: O=C/C=C\OC=S
LUMO: -0.599 eV

***

c) The following is a quantum chemistry calculation of one molecule with the formula C4H4O2S, from the OMol25 dataset.

Geometry (Å):
1 O -0.97 -0.96 -1.69
2 C -0.29 -0.44 -0.63
3 C 0.72 -1.13 0.11
4 C 1.17 -0.22 1.05
5 O 0.57 1.01 0.86
6 C -0.30 0.86 -0.19
7 S -1.47 2.28 -0.47
8 H -0.94 -1.95 -1.59
9 H 0.90 -2.21 0.07
10 H 1.83 -0.33 1.94
11 H -1.22 3.08 0.54

## Properties
Kohn-Sham gap: 8.68 eV
HOMO: -8.0 eV
SMILES: Oc1ccoc1S
LUMO: 0.676 eV

***

Which one is most stable, and which one is least stable? c) is the most stable of them, while a) is the least stable.